# C21H38BCaF4N3O11P3S5

A molecular structure, C21H38BCaF4N3O11P3S5 (ωB97M-V/def2-TZVPD, OMol25).

Each line ends with the Löwdin charge.
Geometry (Å):
Ca (0.155, -0.405, 0.424)  1.26
O (-1.052, 1.463, 3.034)  -0.17
P (-0.527, 0.031, 3.643)  0.17
O (-1.174, -0.257, 4.937)  -0.31
O (-0.653, -0.964, 2.503)  -0.47
O (1.011, 0.382, 3.882)  -0.25
P (2.191, 0.857, 2.890)  0.18
O (3.141, -0.432, 2.980)  -0.12
O (2.808, 2.090, 3.443)  -0.32
O (1.641, 0.931, 1.488)  -0.44
H (-1.872, 1.322, 2.536)  0.01
H (3.646, -0.505, 2.150)  0.04
F (2.253, -0.885, -0.565)  -0.03
B (3.573, -0.338, -0.772)  -1.24
F (4.159, -1.018, -1.842)  0.11
F (3.465, 1.023, -1.058)  0.12
F (4.330, -0.546, 0.395)  0.11
O (-0.875, 0.790, -1.432)  -0.35
N (-0.395, 1.346, -2.564)  -0.25
C (0.842, 1.007, -3.072)  -0.07
C (1.477, 1.826, -3.950)  -0.10
C (0.872, 3.036, -4.405)  -0.16
C (-0.463, 3.250, -4.015)  -0.16
C (-1.084, 2.412, -3.130)  -0.12
H (1.270, 0.098, -2.672)  0.12
H (2.463, 1.528, -4.282)  0.10
H (1.359, 3.676, -5.126)  0.06
H (-1.045, 4.065, -4.434)  0.09
H (-2.117, 2.513, -2.827)  0.10
C (1.591, 4.404, -0.874)  -0.04
C (1.239, 2.986, -0.374)  -0.13
N (0.145, 3.056, 0.582)  -0.14
C (-1.062, 3.576, -0.012)  -0.13
C (-0.789, 4.987, -0.591)  -0.06
N (0.620, 5.348, -0.204)  -0.10
C (0.791, 5.294, 1.295)  -0.05
C (0.534, 3.827, 1.743)  -0.13
H (1.462, 4.514, -1.952)  0.11
H (2.591, 4.728, -0.586)  0.13
H (2.087, 2.507, 0.102)  0.10
H (0.945, 2.371, -1.215)  0.09
H (-1.842, 3.613, 0.751)  0.12
H (-1.385, 2.892, -0.795)  0.08
H (-1.439, 5.765, -0.186)  0.12
H (-0.829, 4.999, -1.681)  0.11
H (0.813, 6.292, -0.524)  0.17
H (0.083, 6.012, 1.714)  0.12
H (1.807, 5.628, 1.506)  0.12
H (-0.256, 3.781, 2.491)  0.12
H (1.431, 3.393, 2.186)  0.10
C (2.431, -3.620, -2.761)  -0.40
S (1.232, -4.932, -3.097)  0.77
C (0.590, -5.202, -1.491)  -1.03
C (-0.139, -4.319, -0.764)  -1.15
S (-0.662, -2.741, -1.209)  0.47
S (-0.623, -4.945, 0.814)  0.89
C (0.042, -6.534, 0.703)  -1.54
S (-0.126, -7.700, 1.869)  0.42
S (0.905, -6.765, -0.761)  0.86
H (2.876, -3.341, -3.715)  0.03
H (3.210, -3.968, -2.087)  0.05
H (1.925, -2.760, -2.332)  -0.01
C (-5.168, 1.137, -2.197)  -0.09
C (-4.079, 0.175, -1.778)  -0.31
O (-4.385, -0.336, -0.473)  -0.29
P (-3.163, -0.303, 0.627)  0.88
O (-3.874, -1.258, 1.710)  -0.29
C (-3.257, -2.557, 1.938)  -0.30
C (-4.350, -3.557, 2.225)  -0.08
O (-3.440, 1.159, 1.344)  -0.34
C (-4.660, 1.432, 2.039)  -0.30
C (-4.694, 2.910, 2.355)  -0.08
H (-4.981, 1.501, -3.210)  0.07
H (-5.201, 1.994, -1.520)  0.07
H (-6.144, 0.647, -2.179)  0.07
H (-3.096, 0.653, -1.776)  0.06
H (-4.009, -0.671, -2.466)  0.12
H (-2.559, -2.453, 2.765)  0.10
H (-2.686, -2.847, 1.054)  0.05
H (-4.924, -3.256, 3.103)  0.07
H (-3.905, -4.534, 2.419)  0.07
H (-5.028, -3.645, 1.374)  0.07
H (-4.688, 0.834, 2.952)  0.12
H (-5.507, 1.138, 1.412)  0.11
H (-3.861, 3.175, 3.007)  0.07
H (-5.626, 3.170, 2.861)  0.07
H (-4.620, 3.496, 1.436)  0.07

Values from the calculation:
multiplicity: 2
strongest force on any atom: 0.0096 Eh/bohr
net charge: -2
orbital gap (alpha / beta): 0.1313 / 0.1974 Eh
LUMO level (alpha / beta): 2.899 / 2.880 eV
HOMO (alpha / beta): -0.0247 / -0.0915 Ha